[1]
A gas-phase ion, C6H17N4O2S (charge +1), computed with ωB97M-V/def2-TZVPD.

Its structure (SMILES) is CC(C)(C)N(NC(N)=[NH2+])S(C)(=O)=O. Its spin multiplicity is 1. Its molar mass is 209.30 g mol⁻¹. The total energy comes out at -27379.9564 eV. The HOMO-LUMO gap is 10.80 eV. Its energy above the lowest of the compared OMol25 structures with the same formula, charge and spin is 75.5 kJ/mol. Its net charge is +1.

Each line ends with the natural charge from an NBO analysis.
CARTESIAN COORDINATES (ANGSTROEM)
C (1.85136, -0.22200, -1.50676)  -0.6158
C (1.05858, -0.83025, -0.29846)  0.1545
C (2.06283, -0.91515, 0.88203)  -0.6563
C (0.61649, -2.30310, -0.72713)  -0.6489
N (-0.14516, -0.02786, 0.10891)  -0.5394
N (-1.06637, 0.00828, -0.83791)  -0.4116
C (-1.82528, 1.10223, -0.93564)  0.7214
N (-3.04722, 1.15652, -1.45386)  -0.7342
N (-1.22375, 2.30316, -0.71692)  -0.7612
S (-0.84282, -0.12005, 1.74681)  2.2584
C (0.23930, 1.21855, 2.31102)  -0.8167
O (-0.70161, -1.33149, 2.37992)  -0.8786
O (-2.22443, 0.32584, 1.48593)  -0.9375
H (1.18176, -0.24675, -2.36093)  0.2202
H (2.11796, 0.78459, -1.18917)  0.2044
H (2.76493, -0.71459, -1.66733)  0.2418
H (1.68541, -1.24918, 1.88550)  0.2456
H (2.53416, 0.06949, 0.87568)  0.2081
H (2.83025, -1.77481, 0.59273)  0.2497
H (-0.16214, -2.74069, -0.12958)  0.2206
H (0.20543, -2.32135, -1.71369)  0.2049
H (1.44229, -2.92051, -0.74918)  0.2353
H (-1.55850, -0.93515, -1.07827)  0.3957
H (-3.50955, 0.28114, -1.38328)  0.4073
H (-3.64305, 1.89484, -1.57531)  0.4288
H (-1.65296, 3.16755, -0.71577)  0.4280
H (-0.29391, 2.07466, -0.46318)  0.4175
H (0.71728, 0.94506, 3.20481)  0.2614
H (0.99802, 1.34102, 1.62468)  0.2480
H (-0.40928, 1.98001, 2.40437)  0.2488

***

[2]
2 unconnected molecules or ions with the total composition C6H17NO, computed with ωB97M-V/def2-TZVPD.

Its spin multiplicity is 2. Its molar mass is 119.21 g mol⁻¹. Its expectation value of S² is 0.750. The total energy comes out at -10033.0225 eV. The HOMO-LUMO gap (alpha / beta) is 2.32 / 8.56 eV. Its energy above the lowest of the compared OMol25 structures with the same formula, charge and spin is 108.0 kJ/mol. Its net charge is -1.

Each line ends with the Mulliken spin population.
CARTESIAN COORDINATES (ANGSTROEM)
C (-0.06034, 0.59195, -2.11642)  -0.2892
C (0.34079, -0.79903, -2.57141)  0.3516
C (-1.23842, 0.52925, -1.08855)  0.6468
N (-1.02354, 0.18936, 0.34793)  -0.8127
C (0.16197, 0.76157, 1.04072)  0.7725
C (1.16121, -0.27799, 1.55903)  1.2317
C (1.71078, -1.31248, 0.60915)  0.1690
H (0.70968, 1.05315, -1.50479)  0.0112
H (-0.36716, 1.19820, -2.96546)  -0.1356
H (-0.55668, -1.42425, -2.71238)  -0.0061
H (0.83862, -0.88026, -3.55104)  -0.1415
H (1.02337, -1.42335, -2.01915)  0.0427
H (-1.98479, -0.18911, -1.43514)  0.0132
H (-1.73581, 1.48941, -0.97590)  0.0022
H (-1.06028, -0.80952, 0.50869)  -0.2056
H (-0.26368, 1.31916, 1.87916)  0.0140
H (0.56498, 1.52476, 0.36583)  -0.0442
H (2.02072, 0.36147, 1.84061)  -0.1117
H (0.76721, -0.73028, 2.47065)  -0.5213
H (1.89041, -2.23660, 1.15454)  -0.4415
H (2.62432, -1.13711, 0.04191)  0.0343
H (0.87280, -1.58631, -0.06145)  0.1776
H (-1.84061, 1.13555, 3.76899)  -0.3647
H (-2.39458, 0.97447, 2.39006)  -0.1526
O (-2.16098, 1.67800, 3.02442)  0.7599

***

[3]
5 unconnected molecules or ions with the total composition C6H17NO, computed with ωB97M-V/def2-TZVPD.

Its spin multiplicity is 1. Its molar mass is 119.21 g mol⁻¹. The total energy comes out at -10020.9187 eV. The HOMO-LUMO gap is 5.01 eV. Its energy above the lowest of the compared OMol25 structures with the same formula, charge and spin is 1414.8 kJ/mol.

Each line ends with the natural charge from an NBO analysis.
CARTESIAN COORDINATES (ANGSTROEM)
C (-2.28748, -0.24386, -0.79177)  -0.1996
C (-1.24339, -0.68511, -0.02633)  -0.2839
C (-1.11202, -0.19793, 1.40686)  -0.7493
C (-3.10365, 0.93648, -0.70863)  -0.4160
N (1.49058, -0.10054, -0.78202)  -0.6795
C (2.96517, -0.19997, -0.41199)  -0.4153
C (0.90784, 1.32709, -0.63786)  -0.1908
H (-2.72494, -0.89539, -1.56903)  0.2253
H (-0.90555, 1.59356, -1.62192)  0.2913
H (-0.25221, -2.19213, 0.59020)  0.1271
H (-0.46123, -1.03453, -0.65926)  0.2801
H (-0.07104, -0.11046, 1.69207)  0.3260
H (-1.70926, 0.63504, 1.66343)  0.2007
H (-1.37567, -0.97783, 2.10173)  0.2284
H (-3.83108, 0.91633, -1.60488)  0.2175
H (-3.40408, 1.33346, 0.20638)  0.2108
H (3.40480, 0.16479, 0.55302)  0.2337
H (3.57083, 0.15717, -1.28097)  0.1716
H (3.06404, -1.29912, -0.38350)  0.2172
H (1.32132, 2.00774, -1.40420)  0.2150
H (0.58475, 1.80027, 0.28461)  0.2301
H (-0.14067, 1.13808, -1.13447)  0.0214
H (1.44510, -1.65910, 1.70115)  0.4165
H (1.02344, -0.69066, 0.06250)  0.4455
O (1.65856, -0.72546, 1.66195)  -1.1237

***

[4]
2 unconnected molecules or ions with the total composition C6H17NO, computed with ωB97M-V/def2-TZVPD.

Its structure (SMILES) is CCN(C)C(C)C.O. Its spin multiplicity is 1. Its molar mass is 119.21 g mol⁻¹. The total energy comes out at -10033.6767 eV. The HOMO-LUMO gap is 9.14 eV. Its energy above the lowest of the compared OMol25 structures with the same formula, charge and spin is 183.9 kJ/mol.

Each line ends with the natural charge from an NBO analysis.
CARTESIAN COORDINATES (ANGSTROEM)
C (0.02760, 2.79720, 1.92001)  -0.6180
C (-0.54922, 1.41046, 1.78864)  -0.2110
N (-0.00174, 0.53641, 0.73870)  -0.4541
C (-0.30908, 0.89774, -0.67328)  -0.4307
C (-0.37430, -0.86635, 0.98153)  -0.0499
C (-1.80606, -1.23551, 0.77846)  -0.6728
C (0.78292, -1.62572, 0.26220)  -0.6111
H (0.14944, 3.28531, 0.95172)  0.2107
H (-0.54403, 3.39421, 2.72910)  0.2122
H (0.98636, 2.81190, 2.42903)  0.2043
H (-0.52528, 0.82327, 2.73148)  0.1956
H (-1.63247, 1.66451, 1.61538)  0.1508
H (-1.08325, 0.22412, -1.01844)  0.1887
H (-0.60399, 1.97540, -0.72798)  0.1953
H (0.54770, 0.96857, -1.31959)  0.2029
H (-0.17674, -1.00142, 2.09227)  0.1964
H (-2.26732, -1.49173, 1.73655)  0.2198
H (-2.49714, -0.56239, 0.26923)  0.2210
H (-2.05086, -2.08610, 0.12676)  0.2218
H (0.88422, -1.61438, -0.79909)  0.2092
H (1.66941, -1.20521, 0.65996)  0.2203
H (0.88792, -2.75513, 0.48350)  0.1985
O (2.98687, -2.21911, -5.59521)  -0.9455
H (2.11776, -2.49799, -5.89867)  0.4722
H (3.38128, -1.62805, -6.26225)  0.4734

***

[5]
2 unconnected molecules or ions with the total composition C6H17NO, computed with ωB97M-V/def2-TZVPD.

Its structure (SMILES) is CCN(C)C(C)C.O. Its spin multiplicity is 1. Its molar mass is 119.21 g mol⁻¹. The total energy comes out at -10034.0465 eV. The HOMO-LUMO gap is 8.98 eV. Its energy above the lowest of the compared OMol25 structures with the same formula, charge and spin is 148.2 kJ/mol.

Each line ends with the natural charge from an NBO analysis.
CARTESIAN COORDINATES (ANGSTROEM)
C (-0.06138, 1.14301, 3.07186)  -0.6232
C (-0.90352, 0.60442, 1.94042)  -0.2165
N (-0.14848, -0.10850, 0.81585)  -0.4460
C (0.43285, 0.84094, -0.12865)  -0.4299
C (-0.92585, -1.16870, 0.17307)  -0.0476
C (-1.99744, -0.81472, -0.87333)  -0.6424
C (0.08635, -2.13248, -0.46153)  -0.6231
H (0.69171, 1.87731, 2.84544)  0.2112
H (-0.86713, 1.50428, 3.78444)  0.2139
H (0.43524, 0.37894, 3.66849)  0.2162
H (-1.42211, -0.30562, 2.26248)  0.1979
H (-1.56616, 1.29833, 1.45610)  0.1760
H (-0.32135, 1.29195, -0.79977)  0.1611
H (0.95291, 1.53882, 0.56620)  0.2067
H (1.07728, 0.44561, -0.91876)  0.1969
H (-1.39842, -1.70433, 0.99741)  0.1903
H (-2.91396, -0.44648, -0.41952)  0.2068
H (-1.69523, -0.10407, -1.63960)  0.2062
H (-2.26152, -1.77665, -1.39977)  0.2155
H (0.87824, -1.68086, -1.04854)  0.2057
H (0.63627, -2.56668, 0.37710)  0.2145
H (-0.23915, -3.04315, -0.98852)  0.2095
O (4.10284, 1.37761, -4.52597)  -0.9419
H (3.32719, 1.24093, -3.95919)  0.4709
H (4.10080, 2.31010, -4.79572)  0.4712

***

[6]
2 unconnected molecules or ions with the total composition C6H17NO, computed with ωB97M-V/def2-TZVPD.

Its spin multiplicity is 2. Its molar mass is 119.21 g mol⁻¹. Its expectation value of S² is 0.755. The total energy comes out at -10023.6050 eV. The HOMO-LUMO gap (alpha / beta) is 10.14 / 5.04 eV. Its energy above the lowest of the compared OMol25 structures with the same formula, charge and spin is 348.7 kJ/mol. Its net charge is +1.

Each line ends with the Mulliken spin population.
CARTESIAN COORDINATES (ANGSTROEM)
C (0.43385, 0.42337, -2.67090)  0.0000
C (0.61315, 1.63132, -1.67242)  0.0020
C (-0.02341, 1.73634, -0.20398)  -0.0041
C (-0.64653, 0.35858, 0.12820)  0.0348
C (0.60417, -0.42360, 0.77231)  0.0914
C (0.98762, -0.11507, 2.25153)  0.0472
N (0.03628, -0.69193, 3.13076)  0.8086
H (-0.67806, 0.31138, -2.82769)  0.0007
H (0.59881, -0.55206, -2.13504)  -0.0004
H (1.28423, 0.37384, -3.31435)  0.0000
H (0.38106, 2.62085, -2.32329)  -0.0002
H (1.74257, 1.44317, -1.58807)  -0.0004
H (-0.68209, 2.55364, -0.28040)  0.0013
H (0.52963, 2.00080, 0.70493)  0.0007
H (-1.47515, 0.63150, 0.80684)  -0.0026
H (-1.05708, -0.13638, -0.79456)  -0.0006
H (1.44228, -0.30832, 0.07035)  0.0163
H (0.18201, -1.35730, 0.66945)  -0.0120
H (2.11312, -0.52091, 2.41739)  0.0755
H (0.92170, 1.00484, 2.40838)  -0.0186
H (-0.63361, -0.13989, 3.52291)  -0.0203
H (0.01869, -1.68276, 3.17143)  -0.0191
H (-2.82832, -3.29848, -0.29721)  0.0000
H (-1.49992, -3.03695, -1.06668)  0.0000
O (-2.36503, -2.82596, -0.87987)  0.0000

***

[7]
2 unconnected molecules or ions with the total composition C6H17NO, computed with ωB97M-V/def2-TZVPD.

Its spin multiplicity is 2. Its molar mass is 119.21 g mol⁻¹. Its expectation value of S² is 0.755. The total energy comes out at -10023.2574 eV. The HOMO-LUMO gap (alpha / beta) is 12.06 / 6.74 eV. Its energy above the lowest of the compared OMol25 structures with the same formula, charge and spin is 382.3 kJ/mol. Its net charge is +1.

Each line ends with the Mulliken spin population.
CARTESIAN COORDINATES (ANGSTROEM)
C (0.87786, -1.76574, -1.80785)  0.0022
N (-0.01100, -0.77317, -1.11294)  0.6892
C (0.65598, 0.25691, -0.38070)  0.0345
C (0.02874, 0.51534, 1.16122)  0.0703
C (0.29430, 1.79905, 1.82076)  0.0030
C (-1.47189, 0.20643, 1.04465)  0.0171
C (0.48381, 1.62745, -1.08595)  0.0779
H (1.28817, -2.49171, -1.04617)  0.0306
H (1.74738, -1.24304, -2.08874)  0.0261
H (0.28243, -2.13567, -2.66123)  -0.0017
H (-0.70048, -0.49361, -1.65348)  -0.0126
H (1.82141, 0.15399, -0.37118)  0.0086
H (0.54030, -0.16701, 2.04817)  0.0155
H (1.24691, 1.80231, 2.18811)  -0.0006
H (0.28609, 2.58583, 0.99124)  0.0096
H (-0.49130, 1.99975, 2.60219)  0.0095
H (-2.21135, 0.32614, 1.74188)  0.0003
H (-1.54153, -0.68497, 0.70139)  -0.0031
H (-2.12083, 0.74081, 0.18351)  0.0006
H (-0.19500, 1.61689, -1.94006)  0.0020
H (-0.02354, 2.36326, -0.38233)  -0.0021
H (1.51414, 2.07364, -1.27727)  0.0085
H (-0.41690, -2.73572, -0.21335)  -0.0005
H (-0.99099, -2.37709, 1.02981)  -0.0003
O (-0.89271, -3.20005, 0.50833)  0.0156

***

[8]
2 unconnected molecules or ions with the total composition C6H17NO, computed with ωB97M-V/def2-TZVPD.

Its spin multiplicity is 2. Its molar mass is 119.21 g mol⁻¹. Its expectation value of S² is 0.755. The total energy comes out at -10025.3067 eV. The HOMO-LUMO gap (alpha / beta) is 11.78 / 7.07 eV. Its energy above the lowest of the compared OMol25 structures with the same formula, charge and spin is 184.6 kJ/mol. Its net charge is +1.

Each line ends with the Mulliken spin population.
CARTESIAN COORDINATES (ANGSTROEM)
C (-1.11756, -1.72590, -1.66337)  0.1157
C (0.16249, -0.78005, -1.77604)  0.0024
N (0.10708, 0.49907, -1.00786)  0.7893
C (-2.49972, -0.30562, 0.84363)  -0.0045
C (-1.31674, 0.67322, 1.30184)  0.0683
C (0.14548, 0.65557, 0.52452)  -0.0061
C (0.98045, 1.93260, 0.85425)  0.0296
H (-0.88448, -2.42246, -0.80128)  0.0046
H (-1.11962, -2.29667, -2.62157)  -0.0065
H (-1.94648, -1.11926, -1.49002)  0.0075
H (0.14046, -0.29942, -2.83352)  0.0167
H (1.00440, -1.32784, -1.53609)  0.0026
H (-0.70148, 1.05523, -1.43648)  -0.0300
H (-2.33894, -1.36238, 1.01651)  0.0002
H (-3.35039, -0.00619, 1.41801)  0.0023
H (-2.69285, -0.03188, -0.24668)  0.0000
H (-1.03943, 0.47198, 2.42378)  0.0066
H (-1.74156, 1.64398, 1.42758)  -0.0005
H (0.61466, -0.28723, 0.93329)  0.0045
H (1.28756, 2.18326, 1.86738)  0.0021
H (1.89751, 1.96208, 0.22966)  -0.0029
H (0.37785, 2.79829, 0.59733)  -0.0017
H (2.81626, 0.12352, 0.80037)  -0.0001
H (2.59832, -1.43627, 0.86795)  0.0001
O (3.27527, -0.73014, 0.74122)  -0.0002